Formula: C5H31NO11
Source: the Open Molecules 2025 dataset
Level of theory: ωB97M-V/def2-TZVPD

Element x y z (Å)
C  -2.2715  2.5224  -0.3659
C  -0.9088  2.2904  -0.8969
C  0.2003  2.8616  0.0235
C  1.6610  2.3897  -0.3586
N  1.6137  0.8667  -0.2233
C  2.6393  2.8403  0.7792
O  3.7869  2.4178  0.8299
H  -2.5253  3.6143  -0.3852
H  -3.0431  1.9703  -0.9052
H  -2.4865  2.1894  0.7913
H  -0.8687  2.9809  -1.7767
H  -0.8445  1.2120  -0.9031
H  0.2559  3.9903  0.0556
H  -0.1551  2.6444  1.1240
H  2.1235  2.6130  -1.3847
H  2.5073  0.3142  -0.2593
H  1.2970  0.5479  0.7902
H  2.3701  3.3381  1.6401
O  2.2339  -1.5222  1.6948
H  2.9704  -1.8815  2.2290
H  1.8832  -0.8021  2.2554
O  -2.6223  0.2683  2.8027
H  -3.0600  -0.6035  2.7680
H  -2.7891  0.6779  1.8716
O  -0.0387  0.6694  -3.0288
H  -0.2738  -0.2602  -2.8710
H  0.5792  0.9123  -2.4387
O  -3.1770  -2.0519  1.4046
H  -3.2390  -3.0105  1.1786
H  -3.2959  -1.6740  0.4806
O  1.0467  -3.8353  2.0932
H  0.1603  -3.6715  1.8144
H  1.4707  -3.0822  2.2746
O  -2.6536  0.7019  -2.9648
H  -2.8938  0.9672  -3.8511
H  -1.6877  0.8489  -2.9642
O  0.3699  -0.2091  3.3155
H  0.3550  -0.0682  4.2123
H  -0.5626  -0.6492  3.1222
O  0.7360  -1.8808  -3.0611
H  1.1780  -1.9353  -2.2615
H  1.3540  -1.3888  -3.6397
O  1.7476  -2.6555  -0.6936
H  1.2986  -3.4402  -0.5239
H  1.9477  -2.3425  0.2030
O  -2.4944  -2.3262  -1.4102
H  -2.8905  -1.6655  -1.9211
H  -1.8331  -2.4517  -2.1080

Molecular weight   281.30 g mol⁻¹
Multiplicity   1
ΔE to the lowest compared entry with this formula, charge and spin   111.2 kcal/mol
E_tot   -29698.3017 eV
E_HOMO   -0.346 Eh
Kohn-Sham gap   9.614 eV
Largest force on an atom   0.118 Eh/bohr
SMILES   CCC[C@H](N)C=O.O.O.O.O.O.O.O.O.O.O

Quick look at the natural (NBO) charges, all values in e: -0.583, -0.449, -0.413, -0.155, -0.879, 0.409, -0.530, 0.200, 0.239, 0.154, 0.222, 0.235, 0.208, 0.219, 0.230, 0.392, 0.365, 0.129, -0.984, 0.487, 0.522, -0.978, 0.499, 0.477, -0.961, 0.503, 0.481, -0.979, 0.484, 0.498, -0.951, 0.470, 0.467, -0.998, 0.468, 0.493, -0.982, 0.474, 0.518, -0.971, 0.498, 0.476, -0.979, 0.473, 0.500, -0.958, 0.477, 0.484